[1]
This record from the Open Molecules 2025 dataset describes a 2-piece molecular cluster, C14H16O overall in a non-equilibrium geometry. The level of theory is wB97M-V/def2-TZVPD.

Atoms and positions in Å:
C: 1.72941 0.97869 -1.84759
C: 0.26948 1.51134 -1.76135
C: -0.54212 0.43138 -1.37823
C: -1.87474 0.86207 -1.08757
C: -2.18060 2.21102 -1.19976
O: -3.44675 2.56317 -0.81563
C: -1.40881 3.18487 -1.79895
C: -0.07357 2.79293 -2.00683
H: 2.26204 0.56734 -0.99924
H: 2.27170 1.94449 -2.04664
H: 1.98288 0.21215 -2.61955
H: -0.13175 -0.61770 -1.50579
H: -2.56367 0.12934 -0.71498
H: -3.95029 1.98171 -0.36832
H: -1.80974 4.18396 -2.08759
H: 0.64596 3.53304 -2.29594
C: 1.41670 -4.37025 0.89668
C: 1.14251 -2.93306 1.44328
C: 0.10039 -2.59655 2.37707
C: -0.08097 -1.28088 2.71737
C: 0.82182 -0.27619 2.33380
C: 1.91236 -0.62621 1.43419
C: 2.01494 -1.98013 0.98883
H: 1.43346 -4.43283 -0.20396
H: 0.81583 -5.18960 1.26469
H: 2.46449 -4.47095 1.21612
H: -0.66538 -3.39422 2.62368
H: -0.92385 -0.93047 3.24025
H: 0.80964 0.78899 2.75256
H: 2.76102 -0.01373 1.38769
H: 2.69088 -2.25097 0.21649

Summary:
Charge ... 0
SMILES ... Cc1ccc(O)cc1.Cc1ccccc1

[2]
This record from the Open Molecules 2025 dataset describes a 2-piece molecular cluster, C14H16O overall in a non-equilibrium geometry. The level of theory is wB97M-V/def2-TZVPD.

Atoms and positions in Å:
C: 2.96665 3.69218 0.64647
C: 1.55688 3.22432 0.83660
C: 1.39607 2.03881 1.67307
C: 0.13237 1.47761 1.65814
C: -0.94540 2.17855 1.03914
O: -2.20670 1.67341 1.02121
C: -0.80218 3.30201 0.23575
C: 0.52840 3.77507 0.14171
H: 3.47351 3.51743 -0.30763
H: 3.76280 3.43690 1.35839
H: 2.91140 4.76628 0.89216
H: 2.34132 1.59683 1.97955
H: -0.12578 0.49298 2.04440
H: -2.28253 0.89717 1.61433
H: -1.75608 3.64890 -0.16478
H: 0.78535 4.49371 -0.62136
C: -0.48500 -5.13859 -0.64466
C: -0.68907 -3.69283 -0.83742
C: 0.39248 -2.78753 -0.90196
C: 0.16208 -1.45182 -1.07027
C: -1.07113 -0.84045 -1.17845
C: -2.14938 -1.72829 -1.03804
C: -1.98034 -3.11560 -0.88361
H: 0.47781 -5.47162 -1.06085
H: -1.19131 -5.77703 -1.21104
H: -0.38025 -5.42260 0.41563
H: 1.41009 -3.14053 -0.97936
H: 1.06435 -0.80049 -1.24560
H: -1.24688 0.21477 -1.47987
H: -3.15285 -1.36080 -0.92424
H: -2.89667 -3.69874 -1.00743

Summary:
Charge ... 0
SMILES ... Cc1ccc(O)cc1.Cc1ccccc1

[3]
This record from the Open Molecules 2025 dataset describes a 2-piece molecular cluster, C14H16O overall in a non-equilibrium geometry. The level of theory is wB97M-V/def2-TZVPD.

Atoms and positions in Å:
C: 2.53527 0.45621 -2.73699
C: 2.58685 0.83519 -1.27750
C: 3.81557 0.88385 -0.64608
C: 3.91670 1.29180 0.69302
C: 2.75052 1.40713 1.40004
O: 2.83189 1.89026 2.69817
C: 1.49772 1.19351 0.82327
C: 1.42332 0.85362 -0.51577
H: 3.52656 0.19853 -3.12371
H: 2.12788 1.28408 -3.31847
H: 2.04070 -0.48912 -2.97843
H: 4.72368 0.66507 -1.19435
H: 4.89342 1.51415 1.09550
H: 2.10765 1.49836 3.21300
H: 0.62338 1.25487 1.43749
H: 0.46902 0.88359 -1.02907
C: -4.59301 -0.46984 -0.84958
C: -3.34256 -0.84739 -0.08412
C: -3.01428 -2.17367 0.12707
C: -1.88666 -2.54782 0.85826
C: -1.15597 -1.55895 1.49872
C: -1.45570 -0.20860 1.30159
C: -2.53059 0.13096 0.50719
H: -4.36153 0.16503 -1.70625
H: -5.25199 0.00075 -0.12307
H: -5.02066 -1.35194 -1.31191
H: -3.65727 -3.00747 -0.14403
H: -1.50810 -3.55487 0.97635
H: -0.39407 -1.83078 2.21637
H: -0.89597 0.47470 1.91129
H: -2.80178 1.15877 0.28200

Summary:
Charge ... 0
SMILES ... Cc1ccc(O)cc1.Cc1ccccc1

[4]
This record from the Open Molecules 2025 dataset describes a 2-piece molecular cluster, C14H16O overall in a non-equilibrium geometry. The level of theory is wB97M-V/def2-TZVPD.

Atoms and positions in Å:
C: 2.88654 2.19133 1.02953
C: 2.69086 0.75951 0.61590
C: 1.77284 0.49403 -0.39130
C: 1.19980 -0.82723 -0.31503
C: 1.73357 -1.78451 0.56337
O: 0.84718 -2.77291 0.90991
C: 2.79840 -1.54547 1.47317
C: 3.21353 -0.22674 1.55038
H: 2.05351 2.59072 0.52891
H: 3.80910 2.75050 0.62098
H: 2.93050 2.18216 2.13189
H: 1.37831 1.22961 -1.09304
H: 0.19170 -0.91229 -0.89256
H: 1.18988 -3.74587 0.82506
H: 3.00830 -2.39994 2.02345
H: 4.06455 -0.08552 2.18809
C: -3.33942 -1.48690 0.32356
C: -2.70472 -0.38944 -0.36650
C: -2.49923 0.92870 0.22525
C: -2.03011 2.02173 -0.58663
C: -1.77331 1.75530 -1.97346
C: -1.83559 0.42986 -2.39631
C: -2.27265 -0.62009 -1.69980
H: -3.72946 -2.37619 -0.36944
H: -4.24183 -1.39594 0.94296
H: -2.63277 -1.84396 1.05886
H: -2.47873 1.12530 1.38869
H: -1.67667 3.01431 -0.32321
H: -1.33981 2.39202 -2.74286
H: -1.17835 0.19034 -3.26279
H: -2.03592 -1.64241 -1.98703

Summary:
Charge ... 0
SMILES ... Cc1ccc(O)cc1.Cc1ccccc1

[5]
This record from the Open Molecules 2025 dataset describes C14H17AgNO5S as an isolated structure in a non-equilibrium geometry. The level of theory is wB97M-V/def2-TZVPD.

Atoms and positions in Å:
C: 0.16561 4.19457 -0.93562
C: -1.03698 3.21231 -1.20375
N: -2.01770 3.13066 -0.09820
C: -1.51777 3.05363 1.24261
O: -1.39327 3.91319 2.04925
C: -1.16444 1.57474 1.57621
C: -0.35586 0.98132 2.60861
C: -0.27941 -0.49091 2.60696
C: -1.03086 -1.23292 1.58728
C: -0.92778 -2.79214 1.58664
C: 0.01275 -3.30341 0.40423
C: 1.47658 -2.74797 0.44163
C: 2.24106 -2.88002 -0.95678
S: 1.87399 -1.38553 -1.94918
O: 0.49991 -0.96121 -1.79144
O: 2.78882 -0.31302 -1.49367
O: 2.23091 -1.64089 -3.53485
C: -1.84888 -0.60600 0.56457
C: -1.92302 0.83614 0.55566
C: -2.65680 1.83301 -0.37739
O: -3.50481 1.68822 -1.17345
H: 0.09946 4.77723 0.00894
H: 0.20054 4.94395 -1.76606
H: 1.13160 3.60939 -1.02977
H: -0.61844 2.20978 -1.50374
H: -1.58614 3.61774 -2.09312
H: 0.17539 1.62151 3.33580
H: 0.33806 -1.04179 3.34586
H: -0.62891 -3.19809 2.57721
H: -1.95363 -3.16831 1.33121
H: -0.53103 -3.13317 -0.55147
H: 0.08444 -4.41729 0.55137
H: 2.11700 -3.32741 1.15831
H: 1.57004 -1.67765 0.74208
H: 3.34010 -2.84658 -0.73480
H: 1.99520 -3.82832 -1.48462
H: 1.70777 -0.94854 -3.98868
H: -2.42361 -1.16316 -0.20140
Ag: 3.35011 1.90697 -1.40644

Summary:
Charge ... +1

[6]
This record from the Open Molecules 2025 dataset describes C14H17AsIrN2S3 as an isolated structure in a non-equilibrium geometry. The level of theory is wB97M-V/def2-TZVPD.

Atoms and positions in Å:
Ir: 1.19829 -0.99182 -0.02646
C: 0.05445 -2.86619 2.58152
C: 0.86834 -2.85852 1.32117
C: 0.27872 -3.17564 0.07576
C: 0.99397 -3.06274 -1.12027
C: 2.37091 -2.76352 -1.08548
C: 3.02442 -2.55218 0.14861
C: 2.25324 -2.56967 1.33011
H: -0.81172 -2.21136 2.47341
H: 0.64471 -2.52375 3.42960
H: -0.30373 -3.87305 2.79668
H: -0.77948 -3.39830 0.04298
H: 0.49641 -3.19225 -2.07202
H: 2.90225 -2.59327 -2.01256
H: 4.05335 -2.23034 0.18138
H: 2.71232 -2.25187 2.25769
S: 1.61746 0.50562 -1.65665
C: 1.69299 2.03262 -0.79755
C: 1.80917 3.20911 -1.62057
N: 1.86206 4.11668 -2.32215
C: 1.64167 2.07462 0.56836
S: 1.46936 0.60618 1.50940
C: 1.69671 3.29348 1.33307
N: 1.69586 4.23755 1.98715
C: -1.75382 1.95127 -2.33362
As: -2.01200 1.24841 -0.56835
C: -1.76595 2.66754 0.69473
C: -3.86012 0.75491 -0.45696
S: -1.10764 -0.68074 -0.13076
H: -2.57038 2.64897 -2.51928
H: -1.77542 1.13771 -3.05440
H: -0.80243 2.48066 -2.39055
H: -2.58751 3.36915 0.54546
H: -0.82732 3.17580 0.50189
H: -1.78170 2.26933 1.70559
H: -4.45328 1.64516 -0.66530
H: -4.07493 0.38639 0.54225
H: -4.06922 -0.01594 -1.19384

Summary:
Charge ... +1

One value per record, in order, for E_LUMO: 0.811 0.815 0.747 0.787 -5.790 -4.234 eV.
One value per record, in order, for M: 200.28 200.28 200.28 200.28 419.23 576.64 g/mol.